# 1
ORCA calculation (the ωB97M-V functional and the def2-TZVPD basis) on a 2-piece molecular cluster, C5H15NO overall at a distorted geometry.

Output
Total charge = -1
Expectation value of S² = 0.7503
Calculated total energy = -329.423694 hartree
Energy relative to the best compared isomer or geometry (same formula, charge and spin) = 0.802 eV
Lowest unoccupied orbital energy (alpha / beta) = 3.82 / 3.73 eV
Multiplicity = 2
HOMO level (alpha / beta) = 1.31 / -5.23 eV

Cartesian coordinates (Å):
H -2.07047 -0.65756 -1.61781
H 1.72733 0.40130 0.44808
H -0.86428 -0.72174 -2.87025
H -0.82209 1.30198 -0.40305
N 0.83206 0.22375 0.89259
H 1.53360 -1.26502 2.25384
C 0.96137 -0.31748 2.23343
H -0.32238 2.26250 1.26949
H 1.48945 0.42443 2.83305
O -1.18299 2.71459 1.33554
C -1.34875 -0.03534 -2.17156
H -1.34525 2.77483 2.27836
H 1.55566 -1.27191 -1.65644
H 0.41032 1.04314 -1.64387
C 0.06401 -0.53780 -0.13829
C 0.85009 -1.58733 -0.89176
H 0.01872 -0.60605 2.71540
C -0.42898 0.58404 -1.10805
H 0.20524 -2.35730 -1.34541
H 1.36022 -2.09477 -0.04734
H -1.85287 0.76266 -2.71179
H -0.77001 -1.04094 0.34584

These are the Löwdin partial charges, in e, on atoms 1 to 5: 0.0707 0.0748 0.0565 0.0585 -0.1266

# 2
ORCA calculation (the ωB97M-V functional and the def2-TZVPD basis) on the molecule CH2N2O2S at a distorted geometry.

Output
Total charge = 0
Calculated total energy = -697.359270 hartree
Energy relative to the best compared isomer or geometry (same formula, charge and spin) = 5.216 eV
Lowest unoccupied orbital energy (alpha / beta) = -0.76 / 0.06 eV
HOMO level (alpha / beta) = -8.22 / -8.69 eV

Cartesian coordinates (Å):
O -2.72871 -0.63916 -0.48940
H 1.32560 -0.53906 1.09014
O -0.30759 -0.82236 -0.25070
C 0.88260 -0.23258 -0.00171
S -1.70392 -0.51388 0.51156
H 1.73010 -0.44030 -0.76591
N 0.84388 1.24132 -0.11366
N -0.04195 1.94602 0.01969

These are the Löwdin partial charges, in e, on atoms 1 to 5: -0.4933 0.1697 -0.4285 -0.3376 0.9170